(1)
This record from the Open Molecules 2025 dataset describes C2H7N2S3 as an isolated structure at a distorted geometry. The level of theory is wB97M-V/def2-TZVPD.

CARTESIAN COORDINATES (ANGSTROEM)
C1 3.40 -0.04 0.20
C2 -2.67 -0.12 -0.35
N1 2.32 0.86 0.16
N2 -2.71 0.78 0.54
S1 0.89 0.33 -0.51
S2 3.12 -1.64 0.29
S3 -2.07 -1.62 -0.05
H1 4.46 0.27 0.32
H2 -3.34 -0.05 -1.24
H3 2.41 1.83 0.17
H4 -2.09 0.87 1.37
H5 -2.99 1.71 0.32
H6 1.54 -0.86 -0.11
H7 -2.27 -2.31 -1.13

The calculation puts the HOMO energy at -11.4 eV. The total charge is +1. The calculation puts the frontier orbital gap at 6.5 eV.


(2)
This record from the Open Molecules 2025 dataset describes a 2-piece molecular cluster, C3H11NO2S overall at a distorted geometry. The level of theory is wB97M-V/def2-TZVPD.

CARTESIAN COORDINATES (ANGSTROEM)
C1 0.46 1.13 1.79
O1 0.10 0.67 3.14
C2 0.53 -0.05 0.80
C3 1.25 0.62 -0.50
S1 1.32 -0.56 -1.87
N1 -0.74 -0.66 0.44
H1 -0.50 1.64 1.41
H2 1.34 1.64 1.76
H3 -0.07 -0.25 2.82
H4 1.33 -0.73 1.15
H5 2.35 0.93 -0.31
H6 0.78 1.62 -0.78
H7 0.44 -0.07 -2.76
H8 -0.53 -1.70 0.37
H9 -1.14 -0.45 -0.48
H10 -3.30 0.41 -1.46
H11 -4.22 -0.77 -1.09
O2 -3.34 -0.53 -1.45

The calculation puts the HOMO energy at -9.2 eV. The calculation puts the frontier orbital gap at 9.7 eV.


(3)
This record from the Open Molecules 2025 dataset describes C49H55BBrCaN9O2S3 as an isolated structure at a distorted geometry. The level of theory is wB97M-V/def2-TZVPD.

CARTESIAN COORDINATES (ANGSTROEM)
Ca1 0.03 0.03 -0.01
C1 2.97 -4.36 1.99
C2 1.53 -4.06 2.25
C3 0.76 -4.89 2.99
C4 -0.64 -4.58 3.25
N1 -1.19 -3.54 2.74
N2 -0.50 -2.68 1.94
B1 -1.23 -1.45 1.39
N3 -1.83 -0.61 2.58
N4 -3.00 -1.09 3.05
C5 -3.70 -0.51 3.96
C6 -3.24 0.70 4.55
C7 -2.08 1.26 4.13
C8 -1.60 2.54 4.73
C9 -1.35 0.63 3.03
S1 -0.50 1.77 2.10
C10 -5.02 -1.17 4.36
C11 -5.76 -0.41 5.45
C12 -4.74 -2.59 4.87
C13 -5.92 -1.25 3.12
N5 -2.42 -1.76 0.32
N6 -2.89 -2.99 0.13
C14 -3.78 -3.26 -0.78
C15 -4.32 -2.24 -1.64
C16 -3.96 -0.94 -1.48
C17 -4.53 0.15 -2.33
C18 -2.99 -0.72 -0.44
S2 -2.78 0.71 0.23
C19 -4.21 -4.72 -0.88
C20 -2.97 -5.61 -1.02
C21 -4.97 -5.09 0.40
C22 -5.14 -4.99 -2.07
C23 0.88 -2.89 1.69
S3 1.23 -2.64 0.09
C24 -1.48 -5.44 4.18
C25 -2.77 -5.85 3.46
C26 -0.76 -6.71 4.64
C27 -1.83 -4.61 5.42
H1 3.27 -5.29 2.49
H2 3.59 -3.55 2.39
H3 3.17 -4.46 0.92
H4 1.21 -5.78 3.40
H5 -3.81 1.21 5.32
H6 -2.28 2.91 5.50
H7 -1.52 3.32 3.97
H8 -0.61 2.39 5.17
H9 -5.16 -0.34 6.37
H10 -6.70 -0.92 5.70
H11 -6.02 0.61 5.13
H12 -4.09 -2.56 5.75
H13 -4.26 -3.18 4.09
H14 -5.67 -3.09 5.14
H15 -6.14 -0.25 2.73
H16 -6.87 -1.74 3.37
H17 -5.44 -1.83 2.32
H18 -5.04 -2.49 -2.40
H19 -5.24 -0.26 -3.06
H20 -3.74 0.65 -2.89
H21 -5.06 0.88 -1.72
H22 -2.30 -5.49 -0.17
H23 -2.42 -5.36 -1.93
H24 -3.26 -6.67 -1.07
H25 -4.34 -4.93 1.28
H26 -5.27 -6.14 0.39
H27 -5.86 -4.47 0.51
H28 -4.65 -4.74 -3.01
H29 -6.07 -4.41 -1.99
H30 -5.42 -6.05 -2.10
H31 -2.55 -6.42 2.55
H32 -3.34 -4.96 3.20
H33 -3.40 -6.48 4.11
H34 -0.49 -7.34 3.79
H35 -1.41 -7.30 5.30
H36 0.14 -6.47 5.21
H37 -2.35 -3.70 5.13
H38 -0.92 -4.32 5.95
H39 -2.47 -5.18 6.10
N7 2.51 8.54 -5.86
C28 2.26 7.62 -5.22
C29 1.94 6.47 -4.43
C30 0.77 6.44 -3.68
C31 0.47 5.33 -2.91
C32 1.33 4.23 -2.88
C33 2.50 4.26 -3.63
C34 2.81 5.37 -4.40
C35 0.99 3.03 -2.07
C36 1.60 2.93 -0.85
C37 2.52 3.89 -0.27
C38 2.94 3.44 0.93
C39 2.25 2.17 1.06
N8 1.49 1.87 0.05
C40 0.02 2.12 -2.64
C41 -0.49 2.29 -3.95
C42 -1.37 1.25 -4.17
C43 -1.37 0.50 -2.98
N9 -0.55 1.02 -2.06
H40 0.09 7.28 -3.69
H41 -0.45 5.31 -2.33
H42 3.17 3.41 -3.62
H43 3.73 5.39 -4.98
H44 2.81 4.83 -0.73
H45 3.61 3.89 1.65
H46 2.37 1.53 1.93
H47 -0.23 3.07 -4.66
H48 -1.95 1.05 -5.06
H49 -1.95 -0.38 -2.78
O1 -0.77 -1.78 -1.30
H50 -0.95 -1.79 -2.25
H51 -1.00 -2.67 -1.00
Br1 5.42 -2.63 -4.12
C44 3.99 -1.96 -3.05
C45 3.97 -0.62 -2.72
C46 2.92 -0.12 -1.92
C47 1.90 -0.95 -1.46
C48 1.96 -2.31 -1.83
C49 2.99 -2.82 -2.61
H52 4.75 0.05 -3.06
H53 2.90 0.93 -1.66
H54 1.12 -3.01 -1.47
H55 3.01 -3.87 -2.88
O2 1.55 -0.63 1.26

The calculation puts the HOMO energy (spin up / spin down) at -0.7 / -0.3 eV. The total charge is -2. The calculation puts the frontier orbital gap (spin up / spin down) at 4.5 / 4.1 eV.


(4)
This record from the Open Molecules 2025 dataset describes an isolated molecule of C17H19BrN2O5. The level of theory is wB97M-V/def2-TZVPD.

CARTESIAN COORDINATES (ANGSTROEM)
C1 1.26 1.38 -4.32
H1 2.26 1.15 -4.67
H2 0.54 0.68 -4.73
H3 0.97 2.39 -4.61
O1 1.31 1.27 -2.91
C2 0.14 1.52 -2.26
O2 -0.86 1.83 -2.88
C3 0.30 1.36 -0.82
C4 -0.71 1.47 0.09
N1 -0.46 1.24 1.43
C5 0.83 1.21 1.94
O3 1.04 1.20 3.14
N2 1.83 1.25 1.04
H4 2.76 1.19 1.43
C6 1.69 0.98 -0.38
C7 2.03 -0.47 -0.68
C8 1.05 -1.45 -0.67
C9 1.37 -2.78 -0.90
C10 2.69 -3.12 -1.14
C11 3.69 -2.16 -1.15
C12 3.35 -0.84 -0.92
H5 4.12 -0.08 -0.94
H6 4.71 -2.43 -1.35
Br1 3.14 -4.94 -1.46
H7 0.60 -3.54 -0.90
H8 0.02 -1.18 -0.50
H9 2.42 1.61 -0.90
C13 -1.51 1.18 2.44
H10 -2.46 1.46 2.02
C14 -1.60 -0.23 3.05
C15 -2.12 -1.28 2.06
C16 -3.60 -1.11 1.84
O4 -4.11 -0.20 1.24
O5 -4.31 -2.08 2.41
H11 -5.26 -1.94 2.28
H12 -1.60 -1.18 1.11
H13 -1.95 -2.28 2.46
H14 -2.26 -0.18 3.92
H15 -0.61 -0.52 3.40
H16 -1.24 1.88 3.24
C17 -2.10 1.85 -0.29
H17 -2.38 2.77 0.23
H18 -2.82 1.08 -0.04
H19 -2.15 2.03 -1.36

The calculation puts the HOMO energy at -8.7 eV. The calculation puts the frontier orbital gap at 9.2 eV.


Number 1: electronic energy -37664.29428 eV. Number 2: electronic energy -19708.16709 eV. Number 3: electronic energy -190867.28481 eV. Number 4: electronic energy -101199.36843 eV.